Molecular formula: C7H17N4O
Method: DFT, ωB97M-V/def2-TZVPD

## Properties
Total charge   +1
HOMO-LUMO gap   0.3278 hartree
DFT total energy   -570.7738 a.u.
Spin multiplicity   1
ΔE to the lowest compared entry with this formula, charge and spin   124.71 kcal/mol

Geometry (Å):
C1 1.4090 2.9054 1.5302
C2 1.1137 -1.4284 -0.1264
C3 -0.7916 -0.1124 -1.1211
C4 -0.3097 -1.4918 -0.6539
C5 1.0218 -0.1050 3.1967
C6 -0.5783 -2.5214 -1.7765
C7 -0.8923 2.2661 -0.2871
N1 1.9784 3.9237 1.5733
N2 1.4044 -0.7301 2.1424
N3 1.3132 -0.2498 0.8675
N4 -1.0791 0.7637 0.0628
O1 0.7563 1.1935 3.1988
H1 0.7570 2.0058 2.2893
H2 1.3930 -2.3807 0.4876
H3 1.7827 -1.4153 -1.0088
H4 0.0064 0.4020 -1.5580
H5 -1.7100 0.1118 -1.8054
H6 -0.9244 -1.6883 0.2298
H7 1.0772 -0.5493 4.2135
H8 0.0391 -3.3339 -1.4619
H9 -0.2382 -2.1868 -2.7477
H10 -1.6437 -2.8669 -1.9185
H11 -0.0298 2.6622 0.2508
H12 -0.7137 2.2963 -1.3680
H13 -1.7925 2.8407 -0.1810
H14 2.5035 4.7838 1.3186
H15 1.7179 -1.7466 2.1431
H16 -2.0509 0.6582 0.5422
H17 0.4999 0.3642 0.6045

=====

Molecular formula: C7H17NO
Method: DFT, ωB97M-V/def2-TZVPD

## Properties
Structure (SMILES)   CC(C)(C)C.CC(N)=O
HOMO-LUMO gap   0.3904 hartree
DFT total energy   -406.8098 a.u.
Spin multiplicity   1
ΔE to the lowest compared entry with this formula, charge and spin   75.64 kcal/mol

Geometry (Å):
C1 -2.6913 0.3855 -2.6811
C2 -1.5393 -0.5070 -2.3354
C3 -0.2823 0.2821 -1.8789
C4 -1.2320 -1.4751 -3.4844
C5 -1.7431 -1.3789 -0.9220
H1 -3.0008 1.1147 -1.7035
H2 -2.4863 0.8759 -3.6009
H3 -3.4333 -0.3470 -3.1317
H4 0.5641 -0.3602 -1.2851
H5 0.4903 0.8375 -2.6674
H6 -0.6741 1.0875 -1.0737
H7 -0.3934 -2.1914 -3.3312
H8 -1.1958 -1.0039 -4.5015
H9 -1.9919 -2.2109 -3.7045
H10 -2.7663 -1.8494 -0.6919
H11 -0.8640 -2.2055 -0.7926
H12 -1.3053 -0.5252 -0.1555
C6 3.6092 1.6935 4.0472
C7 2.3351 0.8595 3.6947
N1 1.7383 0.3354 4.7916
O1 1.8600 0.8455 2.5616
H13 4.2086 1.7547 3.0531
H14 4.2583 1.1444 4.8407
H15 3.3899 2.7456 4.5080
H16 0.9626 -0.3483 4.7173
H17 2.1829 0.4411 5.7271

=====

Molecular formula: C7H17NO
Method: DFT, ωB97M-V/def2-TZVPD

## Properties
HOMO-LUMO gap (spin up / spin down)   0.2683 / 0.2592 hartree
DFT total energy   -406.7719 a.u.
Spin multiplicity   1
ΔE to the lowest compared entry with this formula, charge and spin   99.44 kcal/mol

Geometry (Å):
C1 -0.6532 -1.0406 -0.6970
C2 1.4413 0.0293 -0.1338
C3 -1.1878 1.3765 1.3261
C4 -1.7363 -0.8129 -1.7030
C5 -0.8088 -2.1166 0.3350
C6 2.2904 1.0983 -0.7673
C7 2.1330 -0.8387 0.8811
N1 -1.4969 2.1136 0.1123
O1 0.4154 -0.3243 -0.8872
H1 -0.1981 0.8514 1.1447
H2 -0.7035 2.6754 -0.1711
H3 -2.2948 2.7249 0.2506
H4 -1.0319 2.0165 2.2109
H5 -2.0140 0.6965 1.5436
H6 -1.3228 -0.4950 -2.6549
H7 -2.3475 -1.6974 -1.8831
H8 -0.1335 -2.9593 0.1563
H9 -0.6250 -1.7407 1.3439
H10 -2.4212 -0.0313 -1.3715
H11 -1.8251 -2.4921 0.2985
H12 3.1875 0.6875 -1.2385
H13 1.7190 1.6249 -1.5276
H14 1.5566 -1.7145 1.1563
H15 2.6216 1.8162 -0.0152
H16 3.1002 -1.1830 0.5005
H17 2.3354 -0.2648 1.7906

=====

Molecular formula: C7H17NO
Method: DFT, ωB97M-V/def2-TZVPD

## Properties
Structure (SMILES)   CC[C@@H](C)[C@](N)(O)CC
HOMO-LUMO gap   0.3782 hartree
DFT total energy   -406.9088 a.u.
Spin multiplicity   1
ΔE to the lowest compared entry with this formula, charge and spin   13.50 kcal/mol

Geometry (Å):
C1 -2.7642 0.0617 0.6575
C2 -1.5261 -0.2778 1.4685
C3 -0.1627 0.2857 0.9774
C4 0.8880 -0.2155 1.9922
C5 0.2601 -0.0190 -0.5069
N1 -0.5714 0.7151 -1.4409
O1 0.1068 -1.3911 -0.8041
C6 1.7511 0.3385 -0.7608
C7 2.2315 0.2110 -2.2075
H1 -2.8334 -0.5572 -0.2411
H2 -2.7891 1.1189 0.3792
H3 -3.6627 -0.1498 1.2475
H4 -1.4654 -1.3679 1.5772
H5 -1.6973 0.1120 2.4817
H6 -0.2037 1.3790 1.0902
H7 1.8393 0.3140 1.8836
H8 0.5560 -0.0397 3.0217
H9 1.0703 -1.2891 1.8763
H10 -0.2032 0.5742 -2.3794
H11 -1.4940 0.2997 -1.4824
H12 -0.7755 -1.6620 -0.5100
H13 2.3818 -0.3507 -0.1851
H14 1.9644 1.3561 -0.4114
H15 3.3250 0.2570 -2.2424
H16 1.8548 1.0334 -2.8241
H17 1.9196 -0.7365 -2.6569

=====

Molecular formula: C7H17NO
Method: DFT, ωB97M-V/def2-TZVPD

## Properties
HOMO-LUMO gap (spin up / spin down)   0.2696 / 0.2661 hartree
DFT total energy   -406.7736 a.u.
Spin multiplicity   1
ΔE to the lowest compared entry with this formula, charge and spin   98.37 kcal/mol

Geometry (Å):
C1 -1.4480 0.1556 -0.1001
C2 0.6287 0.4020 1.1126
C3 1.1434 -1.0060 -1.6794
C4 -2.2206 0.9946 -1.0785
C5 -2.1718 -1.0034 0.5255
C6 1.6930 1.4492 1.2564
C7 0.7275 -0.8356 1.9509
N1 1.4563 0.3097 -2.2086
O1 -0.4081 0.7813 0.4141
H1 0.0414 -0.9968 -1.3852
H2 2.4390 0.3854 -2.4457
H3 1.2297 1.0194 -1.5260
H4 1.3268 -1.7415 -2.4599
H5 1.7406 -1.3126 -0.8147
H6 -1.6202 1.8370 -1.4071
H7 -2.4860 0.4002 -1.9574
H8 -2.0814 -1.9048 -0.0939
H9 -1.8207 -1.2369 1.5312
H10 -3.1496 1.3788 -0.6457
H11 -3.2360 -0.7721 0.6079
H12 2.6707 1.0545 0.9697
H13 1.4651 2.3043 0.6232
H14 1.7753 -1.0193 2.1835
H15 1.7762 1.7994 2.2895
H16 0.1953 -0.7336 2.9040
H17 0.3335 -1.7088 1.4337

=====

Molecular formula: C7H17NO
Method: DFT, ωB97M-V/def2-TZVPD

## Properties
HOMO-LUMO gap   0.3116 hartree
DFT total energy   -406.7306 a.u.
Spin multiplicity   1
ΔE to the lowest compared entry with this formula, charge and spin   125.34 kcal/mol

Geometry (Å):
C1 -0.0507 0.5763 0.1824
C2 0.2004 -0.7622 0.6309
C3 -1.5792 -0.2105 -0.8843
C4 -0.7195 1.5334 1.1483
C5 0.9340 1.2638 -0.7372
C6 0.8403 -1.8442 -0.2049
C7 -1.3932 -0.0020 -2.3669
N1 1.5552 -0.0776 1.9273
O1 1.4063 -1.0455 3.0075
H1 1.2321 -0.4847 3.7743
H2 2.4193 -0.3978 1.4861
H3 -0.5199 -1.1396 1.3528
H4 -1.8384 -1.2437 -0.6603
H5 -2.3769 0.4032 -0.4677
H6 -1.3535 1.0061 1.8624
H7 0.0441 2.0562 1.7294
H8 -1.3047 2.2802 0.6050
H9 0.4470 2.0718 -1.2881
H10 1.3968 0.5856 -1.4521
H11 1.7263 1.7134 -0.1319
H12 1.4340 -2.5044 0.4309
H13 0.0806 -2.4795 -0.6691
H14 1.4833 -1.4488 -0.9900
H15 -0.5607 -0.5980 -2.7524
H16 -1.2105 1.0472 -2.6104
H17 -2.2925 -0.2989 -2.9219

=====

Molecular formula: C7H17NO
Method: DFT, ωB97M-V/def2-TZVPD

## Properties
HOMO-LUMO gap   0.3872 hartree
DFT total energy   -406.7319 a.u.
Spin multiplicity   1
ΔE to the lowest compared entry with this formula, charge and spin   124.51 kcal/mol

Geometry (Å):
C1 1.6123 -2.0479 0.9747
C2 1.3971 -0.5842 1.4684
C3 -0.1060 -0.3023 1.6035
C4 -0.4052 1.2070 1.6032
C5 -1.9982 1.2160 1.9207
C6 -0.0361 0.2944 -1.8773
C7 0.5735 -1.0396 -2.4446
H1 1.7585 -2.3390 2.0405
H2 0.3518 -2.5082 0.5103
H3 2.6365 -2.1989 0.2087
H4 1.8984 0.1022 0.5944
H5 1.9655 -0.4708 2.5156
H6 -0.5821 -1.0193 0.8632
H7 -0.6864 -0.8136 2.5004
H8 -0.1494 1.8729 0.7036
H9 0.2567 1.5950 2.3997
H10 -2.1194 0.5588 2.8665
H11 -2.4816 2.1345 2.4177
H12 -2.5891 0.5818 1.1488
H13 -1.9929 1.2255 -1.6201
H14 -1.9691 -0.5051 -2.2910
H15 -0.0423 -1.6553 -3.1970
H16 0.7422 -1.7920 -1.5382
H17 1.6484 -0.5575 -2.7631
N1 -1.4641 0.3497 -1.7938
O1 0.6724 1.3601 -1.7869

=====

Molecular formula: C7H17NO
Method: DFT, ωB97M-V/def2-TZVPD

## Properties
Structure (SMILES)   CCN(C)C(C)=O.CC
HOMO-LUMO gap   0.3553 hartree
DFT total energy   -406.8252 a.u.
Spin multiplicity   1
ΔE to the lowest compared entry with this formula, charge and spin   65.98 kcal/mol

Geometry (Å):
C1 1.6502 0.1726 1.0243
C2 0.9545 -0.4146 -0.2641
N1 0.6814 -1.8270 0.3099
C3 1.8043 -2.6331 0.7016
C4 -0.5827 -2.4729 -0.0009
C5 -1.6779 -1.5960 -0.4492
O1 -0.8222 -3.5287 0.5354
H1 1.6487 1.2066 0.8401
H2 2.7200 -0.0374 1.2332
H3 1.3092 -0.3637 1.9059
H4 0.0836 0.3125 -0.4248
H5 1.5601 -0.5723 -1.1628
H6 2.3115 -3.1581 -0.1352
H7 2.5523 -1.9181 1.0249
H8 1.4415 -3.4299 1.3830
H9 -2.2204 -1.9972 -1.3364
H10 -2.4271 -1.5874 0.3354
H11 -1.4392 -0.5443 -0.5820
C6 -1.8925 2.6055 -0.6909
C7 -0.6292 3.4477 -0.5200
H12 -2.7900 3.1678 -0.8720
H13 -1.6057 1.9441 -1.5224
H14 -1.9543 2.1231 0.2932
H15 0.2056 3.0172 0.0412
H16 -0.6506 4.4762 -0.1129
H17 -0.2311 3.6074 -1.5542